(A)
Below is an isolated ion of composition C3H2FO3 and charge -1, with properties calculated with ωB97M-V/def2-TZVPD.

```
9
Properties=species:S:1:pos:R:3
O -2.271 -0.331 0.046
C -1.096 -0.725 -0.137
O -0.650 -1.567 -0.878
C -0.126 0.115 0.816
C 1.110 0.693 -0.471
O 1.050 1.657 -1.137
F 2.128 -0.233 -0.734
H 0.400 -0.683 1.416
H -0.546 1.074 1.079
```

HOMO, eV: -4.310
Total charge: -1
SMILES: O=C([O-])CC(=O)F
Spin multiplicity: 1
LUMO, eV: 4.07

Löwdin atomic charge list, values in e, 5 entries: -0.10 -0.82 -0.03 0.06 -0.36

***

(B)
Below is a 2-piece molecular cluster, C3H2FO3 overall, with properties calculated with ωB97M-V/def2-TZVPD.

```
9
Properties=species:S:1:pos:R:3
C -2.156 -0.057 0.111
C -0.653 -0.388 0.307
C 2.488 0.464 -0.928
O -2.999 -0.789 -0.363
O -2.145 1.082 0.604
O 0.230 -0.155 -0.513
F 2.822 0.977 0.265
H -0.399 -0.527 1.380
H 2.812 -0.607 -0.864
```

HOMO, eV: -4.212
Total charge: -1
Spin multiplicity: 1
LUMO, eV: 3.64

Löwdin atomic charge list, values in e, 5 entries: -0.75 -0.17 0.05 -0.01 -0.02

***

Most stable: (A) (next structure +323.1 kJ/mol)

***

(A)
Below is an isolated ion of composition C3H9N2Si and charge +1, with properties calculated with ωB97M-V/def2-TZVPD.

```
15
Properties=species:S:1:pos:R:3
C 0.085 1.026 -0.098
C 1.588 0.789 -0.191
C 0.360 -1.145 -0.377
N -0.522 -0.145 -0.098
N 1.651 -0.649 0.215
Si -2.632 0.040 0.027
H -0.488 1.814 0.260
H 1.892 0.811 -1.261
H 2.258 1.257 0.600
H 0.193 -2.140 -0.192
H 2.442 -1.094 -0.225
H 1.764 -0.633 1.198
H -2.682 -0.309 -1.352
H -3.266 1.393 0.351
H -2.643 -1.017 1.142
```

HOMO (alpha / beta), eV: -11.684 / -11.683
Total charge: +1
Spin multiplicity: 1
LUMO (alpha / beta), eV: -3.86 / -3.86

Löwdin atomic charge list, values in e, 5 entries: -0.14 -0.08 -0.14 -0.18 0.05

***

(B)
Below is an isolated ion of composition C3H9N2Si and charge +1, with properties calculated with ωB97M-V/def2-TZVPD.

```
15
Properties=species:S:1:pos:R:3
Si 2.301 -0.266 0.026
N 0.502 -0.160 -0.027
C -0.429 -1.214 0.374
N -1.698 -0.941 0.267
C -1.883 0.495 -0.142
C -0.375 0.804 -0.645
H 2.657 -0.188 1.369
H 2.769 0.824 -0.746
H 2.753 -1.642 -0.715
H -0.233 -2.181 0.841
H -2.550 -1.455 0.451
H -2.475 1.118 0.627
H -2.591 0.680 -0.988
H -0.274 0.612 -1.747
H -0.174 1.811 -0.222
```

HOMO, eV: -14.296
Total charge: +1
SMILES: [SiH3]N1C=[NH+]CC1
Spin multiplicity: 1
LUMO, eV: -4.01

Löwdin atomic charge list, values in e, 5 entries: 0.71 -0.22 -0.03 0.08 -0.08

***

Most stable: (B) (next structure +263.1 kJ/mol)

***

(A)
Below is one molecule with the formula C20H32ClN3O2S, with properties calculated with ωB97M-V/def2-TZVPD.

```
59
Properties=species:S:1:pos:R:3
C -6.307 5.638 -0.417
C -4.793 5.469 -0.393
C -4.367 4.009 -0.305
C -2.855 3.828 -0.269
C -2.432 2.366 -0.208
C -0.947 2.208 0.070
N -0.576 0.803 0.110
C 0.712 0.402 0.003
O 1.625 1.166 -0.245
C 0.926 -1.097 0.265
C 1.355 -1.226 1.716
C 2.580 -0.708 2.117
C 2.990 -0.793 3.442
C 4.319 -0.227 3.863
C 2.152 -1.405 4.370
C 0.933 -1.917 3.962
Cl -0.105 -2.683 5.130
C 0.521 -1.836 2.643
N 1.916 -1.663 -0.634
C 2.139 -3.071 -0.304
C 2.943 -3.866 -1.333
C 2.089 -4.627 -2.343
S 1.309 -3.655 -3.608
N 2.491 -3.228 -4.465
O 0.175 -4.381 -4.148
C 0.596 -2.267 -2.715
C 1.656 -1.388 -2.041
H -6.592 6.689 -0.481
H -6.744 5.121 -1.274
H -6.761 5.224 0.485
H -4.357 5.917 -1.291
H -4.374 6.018 0.456
H -4.805 3.557 0.592
H -4.781 3.460 -1.157
H -2.405 4.301 -1.148
H -2.453 4.356 0.602
H -3.002 1.861 0.581
H -2.683 1.864 -1.147
H -0.351 2.686 -0.707
H -0.686 2.696 1.014
H -1.267 0.136 0.409
H -0.049 -1.609 0.161
H 3.208 -0.231 1.375
H 4.481 -0.345 4.933
H 5.136 -0.726 3.338
H 4.379 0.835 3.623
H 2.445 -1.485 5.409
H -0.432 -2.256 2.347
H 2.658 -3.100 0.654
H 1.178 -3.595 -0.138
H 3.673 -3.238 -1.844
H 3.516 -4.620 -0.791
H 2.678 -5.341 -2.918
H 1.276 -5.163 -1.850
H 2.201 -2.636 -5.239
H 0.061 -1.730 -3.500
H -0.150 -2.668 -2.027
H 1.374 -0.341 -2.127
H 2.584 -1.484 -2.605
```

HOMO, eV: -9.001
SMILES: CCCCCCNC(=O)[C@H](c1cc(C)cc(Cl)c1)N1CCC[S@@](=N)(=O)CC1
Spin multiplicity: 1
LUMO, eV: 0.41

Löwdin atomic charge list, values in e, 5 entries: -0.12 -0.28 -0.24 -0.23 -0.21

***

(B)
Below is one molecule with the formula C20H32ClN3O2S, with properties calculated with ωB97M-V/def2-TZVPD.

```
59
Properties=species:S:1:pos:R:3
C 4.031 -5.990 -2.121
C 3.967 -4.733 -2.980
C 3.093 -3.647 -2.364
C 3.041 -2.395 -3.238
C 2.175 -1.221 -2.724
C 1.472 -1.455 -1.395
N 0.693 -0.278 -1.045
C -0.069 -0.249 0.072
O -0.247 -1.227 0.772
C -0.645 1.136 0.406
C 0.325 1.778 1.383
C 0.481 1.232 2.650
C 1.378 1.783 3.558
C 1.538 1.181 4.927
C 2.125 2.895 3.178
C 1.964 3.431 1.913
Cl 2.900 4.823 1.450
C 1.070 2.887 1.006
N -1.981 1.045 0.967
C -2.457 2.377 1.338
C -3.938 2.457 1.712
C -4.850 2.880 0.564
S -5.145 1.668 -0.700
N -6.031 0.658 0.014
O -5.551 2.341 -1.920
C -3.521 0.985 -1.050
C -2.906 0.262 0.155
H 4.659 -6.755 -2.577
H 4.439 -5.767 -1.133
H 3.036 -6.416 -1.978
H 4.976 -4.338 -3.133
H 3.582 -4.983 -3.973
H 2.086 -4.047 -2.213
H 3.481 -3.402 -1.371
H 4.065 -2.045 -3.387
H 2.686 -2.690 -4.228
H 2.800 -0.328 -2.622
H 1.413 -0.974 -3.467
H 0.795 -2.308 -1.446
H 2.186 -1.667 -0.596
H 0.880 0.584 -1.530
H -0.637 1.745 -0.518
H -0.107 0.362 2.915
H 2.295 1.707 5.507
H 0.598 1.220 5.480
H 1.830 0.132 4.856
H 2.831 3.344 3.864
H 0.954 3.333 0.027
H -1.856 2.711 2.184
H -2.264 3.106 0.528
H -4.288 1.526 2.158
H -4.043 3.224 2.482
H -5.856 3.115 0.913
H -4.450 3.750 0.040
H -6.278 -0.122 -0.589
H -3.725 0.298 -1.873
H -2.901 1.792 -1.446
H -2.381 -0.628 -0.182
H -3.719 -0.101 0.784
```

HOMO, eV: -9.000
SMILES: CCCCCCNC(=O)[C@H](c1cc(C)cc(Cl)c1)N1CCC[S@@](=N)(=O)CC1
Spin multiplicity: 1
LUMO, eV: 0.41

Löwdin atomic charge list, values in e, 5 entries: -0.12 -0.28 -0.25 -0.20 -0.18

***

Most stable: (A) (next structure +19.9 kJ/mol)

***

(A)
Below is a 2-piece molecular cluster, C6H16 overall, with properties calculated with ωB97M-V/def2-TZVPD.

```
22
Properties=species:S:1:pos:R:3
C 0.622 1.308 -0.818
C -0.888 1.180 -1.197
C 1.132 2.776 -0.882
H 0.755 1.013 0.156
H 1.347 0.714 -1.475
H -1.178 0.049 -1.237
H 1.554 3.111 0.045
H 1.889 2.988 -1.690
H -1.165 1.629 -2.252
H -1.729 1.500 -0.489
H 0.177 3.414 -1.053
C -0.372 -2.272 1.081
C -0.935 -1.190 1.915
C 0.599 -1.903 0.010
H 0.275 -2.877 1.800
H -1.154 -2.959 0.590
H -1.630 -0.543 1.338
H -0.260 -1.496 -0.779
H 1.594 -1.304 0.280
H -0.313 -0.549 2.390
H -1.482 -1.814 2.576
H 1.161 -2.775 -0.309
```

HOMO (alpha / beta), eV: -15.074 / -14.954
Total charge: +1
Spin multiplicity: 2
LUMO (alpha / beta), eV: -3.15 / -10.47

Löwdin atomic charge list, values in e, 5 entries: -0.32 -0.10 -0.10 0.04 0.13

***

(B)
Below is a 2-piece molecular cluster, C6H16 overall, with properties calculated with ωB97M-V/def2-TZVPD.

```
22
Properties=species:S:1:pos:R:3
C -1.524 -2.152 -0.952
C -0.492 -2.896 -0.091
H -2.468 -2.661 -1.019
H -1.947 -1.296 -0.325
H -1.321 -1.524 -1.849
H -0.508 -4.027 -0.358
H -0.686 -2.703 0.955
H 0.556 -2.534 -0.153
C 0.716 1.796 0.223
C 0.802 1.013 -1.123
C -0.743 1.774 0.845
C 1.763 1.321 1.156
H 0.890 2.917 -0.033
H 1.683 0.483 -1.456
H -1.437 1.573 0.033
H -0.836 0.888 1.457
H -0.998 2.676 1.412
H 2.688 1.045 0.651
H 1.903 2.018 1.978
H 1.426 0.342 1.623
H 0.494 1.738 -1.863
H 0.040 0.210 -1.112
```

HOMO (alpha / beta), eV: -14.596 / -14.496
Total charge: +1
Spin multiplicity: 2
LUMO (alpha / beta), eV: -2.95 / -10.73

Löwdin atomic charge list, values in e, 5 entries: -0.18 -0.16 0.06 0.06 0.06

***

Most stable: (B) (next structure +101.9 kJ/mol)